Entry 1:
The following is a DFT calculation (ωB97M-V/def2-TZVPD) of the molecule C8H8FNO.

The geometry in XYZ format:
```
19
Properties=species:S:1:pos:R:3:forces:R:3
C -1.5875 2.0842 0.7787 -0.791 -0.445 -0.812
N -1.0716 1.9517 -0.5879 0.012 -0.477 0.189
C -0.6050 0.8171 -1.2150 -0.136 0.624 0.634
O -0.6272 0.7453 -2.4172 0.124 -0.249 -1.122
C 0.0021 -0.3039 -0.4043 -0.205 -0.300 -0.524
C -0.2199 -1.6489 -0.7478 -0.552 -0.189 -0.341
C 0.3109 -2.6803 0.0344 -0.049 1.104 1.091
C 1.0374 -2.3314 1.2136 -0.491 -0.396 -1.448
C 1.3419 -0.9965 1.4819 0.270 -0.998 0.308
C 0.8684 -0.0325 0.6284 -0.972 0.035 0.299
F 1.0820 1.2538 0.9199 0.634 0.401 0.320
H -1.7846 1.0998 1.2531 0.293 0.548 -0.425
H -2.5628 2.6033 0.6941 0.513 -0.217 0.307
H -0.9028 2.6514 1.3747 0.244 0.317 0.556
H -1.2369 2.7327 -1.2213 -0.085 -0.594 0.203
H -0.8927 -1.8548 -1.6147 0.740 0.152 0.806
H 0.0455 -3.7225 -0.1291 0.177 0.263 -0.191
H 1.3276 -3.1726 1.8397 0.199 0.492 0.170
H 1.8972 -0.6913 2.3584 0.077 -0.071 -0.023
```
Positions in Å, forces in eV/Å.

For the HOMO energy, the calculation gives -9.37 eV. The energy relative to the best compared isomer or geometry (same formula, charge and spin) is 0.00 kJ/mol. The multiplicity is 1. Its HOMO-LUMO gap is 10.077 eV. Its total charge is 0.

---

Entry 2:
The following is a DFT calculation (ωB97M-V/def2-TZVPD) of the molecule C5H9NO.

The geometry in XYZ format:
```
16
Properties=species:S:1:pos:R:3:forces:R:3
C -1.4037 -0.3706 -0.7901 0.247 0.139 0.120
C -0.7820 -0.0469 0.5732 0.256 -0.021 0.155
O -0.6586 -1.2089 1.4121 0.017 0.305 -0.059
C 0.6740 0.5608 0.5938 -0.196 -0.840 -0.018
C 1.6331 -0.1901 -0.3328 0.105 0.024 0.129
C 0.2001 2.6552 -0.4305 0.592 0.512 0.598
N 0.7750 2.0019 0.3734 -1.590 -0.103 -1.789
H -1.4485 0.5336 -1.4090 0.016 -0.154 0.095
H -2.4307 -0.7470 -0.6746 0.302 0.159 0.110
H -0.8281 -1.1291 -1.3349 -0.016 0.139 0.131
H -1.4490 0.6367 1.1081 0.131 0.119 -0.094
H -0.9163 -2.0088 0.9528 -0.094 0.003 -0.268
H 0.9724 0.4552 1.6153 0.323 -0.545 0.587
H 2.6285 0.2422 -0.2248 0.014 -0.108 -0.068
H 1.3544 -0.1403 -1.3956 -0.068 0.165 0.387
H 1.6794 -1.2439 -0.0367 -0.036 0.205 -0.015
```
Positions in Å, forces in eV/Å.

For the HOMO energy, the calculation gives -10.56 eV. The energy relative to the best compared isomer or geometry (same formula, charge and spin) is 232.99 kJ/mol. The multiplicity is 1. Its HOMO-LUMO gap is 11.296 eV. Its total charge is 0.

---

Entry 3:
The following is a DFT calculation (ωB97M-V/def2-TZVPD) of a cluster of 3 separate species, C24H30O4 in total.

The geometry in XYZ format:
```
58
Properties=species:S:1:pos:R:3:forces:R:3
C -0.1446 -7.6097 3.1517 -0.302 0.867 -0.551
C -1.0404 -6.9201 2.1237 0.906 -0.809 1.240
C -2.1599 -6.2654 2.5695 -0.276 0.287 0.080
C -2.9660 -5.6035 1.6625 -0.499 0.144 0.916
C -2.6479 -5.6121 0.3356 -0.900 0.267 -1.736
C -3.4668 -4.8646 -0.7136 0.697 1.020 0.461
C -2.6948 -3.5790 -1.0554 -0.890 -1.254 0.451
C -2.2164 -3.3046 -2.3082 -0.001 -0.080 -0.233
C -1.5012 -2.1388 -2.4947 0.647 -0.084 -1.622
C -1.2561 -1.2796 -1.4747 0.301 1.409 1.210
C -1.7655 -1.5513 -0.2027 0.234 0.511 0.483
C -2.4712 -2.7007 -0.0102 -0.242 -0.238 0.566
C -1.5584 -0.6085 0.9604 0.005 0.016 0.126
O -1.6993 -0.9623 2.1191 0.007 0.347 -0.868
C -1.2102 0.8013 0.5733 -0.430 -0.720 0.467
C -0.7113 1.0556 -0.6269 0.183 0.432 -0.668
C -0.4457 -0.0212 -1.6305 0.144 -0.698 -0.330
O 0.3922 0.0836 -2.5101 -0.558 0.384 0.379
C -1.5296 -6.2809 -0.1229 -0.030 0.001 0.028
C -0.7333 -6.9347 0.7818 0.668 -0.234 -0.705
H -0.4594 -8.6455 3.2869 0.306 0.012 0.094
H 0.8940 -7.5118 2.8277 -0.043 -0.439 0.089
H -0.2340 -7.0499 4.0859 0.013 -0.344 0.083
H -2.3872 -6.2429 3.6296 -0.026 -0.006 -0.059
H -3.8342 -5.0709 2.0405 -0.023 -0.015 -0.224
H -3.6125 -5.4637 -1.6131 -0.184 -0.002 0.132
H -4.4126 -4.5170 -0.2868 -0.122 -0.445 -0.180
H -2.3857 -3.9963 -3.1256 -0.009 0.084 -0.004
H -1.0850 -1.8879 -3.4672 -0.061 -0.096 0.054
H -2.8465 -2.9356 0.9803 0.055 0.069 -0.034
H -1.4208 1.5742 1.3066 0.201 -0.076 -0.039
H -0.4742 2.0716 -0.9426 0.133 -0.263 0.195
H -1.2914 -6.2561 -1.1809 0.053 -0.073 0.059
H 0.1574 -7.4326 0.4071 -0.026 -0.062 0.259
C 0.1053 5.7507 -3.0964 -0.170 0.061 0.078
C 0.9417 4.9873 -2.0818 0.103 -0.062 -0.551
C 2.3716 4.8049 -2.5657 0.143 -0.029 0.161
O 0.3534 3.7062 -1.8399 -0.048 0.166 0.196
H 0.0554 5.2060 -4.0438 0.121 0.016 -0.010
H -0.9188 5.8649 -2.7387 0.034 0.039 0.047
H 0.5209 6.7414 -3.2863 -0.002 -0.014 -0.022
H 0.9428 5.5236 -1.1314 -0.074 -0.176 0.091
H 2.3973 4.2304 -3.4960 -0.067 0.081 -0.046
H 2.9567 4.2481 -1.8318 -0.022 0.046 0.036
H 2.8546 5.7681 -2.7391 -0.001 -0.011 -0.022
H 0.3474 3.2198 -2.6735 0.091 -0.011 -0.001
C 3.2567 4.3556 1.7486 -0.051 -0.121 -0.202
C 3.3975 5.8182 1.3549 -0.065 -0.167 0.690
C 4.3971 6.5405 2.2453 0.095 0.167 -0.124
O 2.1245 6.4598 1.4449 0.002 0.100 -0.415
H 2.8925 4.2664 2.7760 0.102 0.057 0.037
H 2.5297 3.8552 1.1066 0.044 0.016 -0.043
H 4.2101 3.8302 1.6710 -0.013 -0.010 0.033
H 3.7173 5.8867 0.3137 -0.174 0.106 -0.039
H 4.0687 6.5204 3.2883 0.008 -0.125 -0.004
H 4.4788 7.5889 1.9557 0.019 -0.029 -0.050
H 5.3860 6.0835 2.1832 -0.008 0.000 0.035
H 1.8314 6.4043 2.3603 0.006 -0.014 0.006
```
Positions in Å, forces in eV/Å.

For the HOMO energy, the calculation gives -8.84 eV. The energy relative to the best compared isomer or geometry (same formula, charge and spin) is 157.23 kJ/mol. The multiplicity is 1. Its HOMO-LUMO gap is 8.103 eV. Its total charge is 0.

---

Entry 4:
The following is a DFT calculation (ωB97M-V/def2-TZVPD) of a structure of composition C9H17BBr2F2IN3O13PS3.

The geometry in XYZ format:
```
52
Properties=species:S:1:pos:R:3:forces:R:3
C -2.4010 4.0992 -3.7604 0.678 0.545 -0.129
C -1.8500 2.5778 -3.7247 -0.901 0.610 -1.269
N -1.6914 2.0377 -2.3106 0.554 1.027 -1.525
C -0.2858 1.6995 -2.0978 -0.312 -0.659 0.354
O -0.0341 0.5352 -2.9850 -2.541 -0.147 1.568
S -1.2091 -0.6596 -2.6938 -0.650 -4.268 -7.417
O -2.3944 -0.5530 -3.6528 3.085 1.193 3.712
O -0.5172 -1.9670 -3.0921 -0.921 3.857 2.493
C -1.6969 -0.8203 -0.9099 -0.632 -0.380 2.289
O -3.1449 -0.8760 -0.7782 1.789 -1.985 -1.023
B -3.4589 -2.3056 -0.9492 -0.626 -1.977 -0.150
O -3.5313 -2.9507 -2.2490 1.186 1.191 2.487
O -3.6813 -3.1927 0.1999 1.894 1.511 -2.086
C -1.0172 0.2887 0.0993 0.189 0.228 -0.679
I -2.7030 1.5179 0.8917 0.799 -0.198 -0.435
P -0.5698 -0.6877 1.6556 -3.718 -3.781 4.122
O -1.8096 -1.6058 1.9469 3.028 2.311 -1.271
O -0.5591 0.3860 3.0182 0.797 -1.248 -2.205
O 0.7627 -1.7145 1.5695 -5.041 5.011 -0.532
C 0.1319 1.1733 -0.5808 0.837 1.865 -1.870
N 1.3753 0.3912 -0.9488 -1.386 0.668 1.378
C 0.5162 2.5335 0.2058 2.643 -0.616 3.462
Br -0.2204 4.3489 -0.2725 0.443 -1.819 0.116
C 1.4560 2.6095 1.3015 -2.049 1.434 -1.972
C 1.7970 4.0232 2.0382 0.147 -0.772 -0.021
Br 2.4364 1.0539 1.9985 -0.859 1.350 -0.543
H -1.4817 4.7789 -3.9587 -1.697 -0.879 0.314
H -2.8646 4.4667 -2.7808 0.585 -0.735 -1.211
H -3.1867 4.2880 -4.5883 1.406 -0.483 1.289
H -2.6031 1.9460 -4.3339 1.491 0.657 1.201
H -0.8373 2.5998 -4.2916 -1.715 -0.371 1.030
H -2.0777 2.7879 -1.7283 0.695 -0.670 0.288
H 0.4311 2.5227 -2.4505 -0.651 -1.363 0.564
H -1.3193 -1.8638 -0.5581 0.089 1.793 -1.047
H -3.0139 -3.7929 -2.1942 -1.035 0.825 -0.049
H -2.7692 -3.5098 0.4424 -1.307 0.501 0.400
H -1.4274 0.3359 3.4799 0.658 -0.413 -0.828
H 0.5906 -2.5458 2.0970 -0.057 1.121 -0.619
H 1.3895 -0.5424 -0.5370 0.471 0.470 0.085
H 2.2246 0.9437 -0.8130 -0.486 -0.618 0.244
H 2.3964 4.6916 1.3009 -1.198 -1.080 1.275
H 2.4455 3.8386 2.9718 -0.994 0.102 -1.594
H 0.8243 4.5465 2.3939 1.675 -0.924 -0.856
N 4.0453 -3.2292 3.5945 -0.576 -0.219 -0.533
S 4.8758 -4.3500 4.3263 2.724 -2.165 2.475
O 5.7010 -5.2047 3.5018 -1.173 0.836 0.039
O 4.2815 -4.9657 5.4913 -0.308 0.667 -1.238
F 5.9934 -3.4343 5.0140 -0.495 0.598 -0.425
S 2.8740 -3.8342 2.7416 -1.635 -0.891 -1.761
O 2.2903 -2.8868 1.8019 4.106 -2.600 1.880
O 1.9129 -4.6843 3.4080 0.872 0.833 0.027
F 3.6042 -4.8452 1.7494 0.125 0.058 0.196
```
Positions in Å, forces in eV/Å.

For the HOMO energy, the calculation gives -7.29 eV. The multiplicity is 1. Its HOMO-LUMO gap is 8.316 eV. Its total charge is -1.

---

Entry 5:
The following is a DFT calculation (ωB97M-V/def2-TZVPD) of the molecule C6H7N.

The geometry in XYZ format:
```
14
Properties=species:S:1:pos:R:3:forces:R:3
C 1.2342 1.2747 -0.3075 -4.995 2.288 0.414
C 1.6510 -1.0161 0.6186 -1.412 3.367 1.228
C 0.2612 -0.7385 -0.1557 0.558 -2.517 0.050
C 1.5346 -0.0388 -0.4416 0.790 -4.784 -1.729
C -0.7363 0.2945 0.0587 2.711 2.233 -1.391
C -2.1805 0.2109 -0.0925 1.645 -0.077 2.097
N -0.0738 1.5215 -0.1508 0.259 -0.819 1.445
H 1.7492 2.0801 -0.5758 2.654 3.084 -0.890
H 1.9295 -0.4990 1.5289 -0.198 -0.829 0.538
H 1.9180 -1.9654 0.3758 1.245 -2.491 -0.232
H -0.0205 -1.7328 -0.5665 0.045 0.872 -0.036
H -2.4528 -0.0546 0.9351 -1.270 -0.127 -0.389
H -2.3530 -0.5095 -0.8265 -0.991 -1.441 -0.940
H -2.4608 1.1729 -0.4003 -1.040 1.242 -0.166
```
Positions in Å, forces in eV/Å.

As for the expectation value of S²: 2.022. For the HOMO energy (alpha / beta), the calculation gives -6.28 / -9.91 eV. The energy relative to the best compared isomer or geometry (same formula, charge and spin) is 102.91 kJ/mol. The multiplicity is 3. Its HOMO-LUMO gap (alpha / beta) is 7.319 / 8.320 eV. Its total charge is 0.

---

Number 1: DFT total energy -539.5096 hartree, molecular weight 153.16 g/mol. Number 2: DFT total energy -325.8488 hartree, molecular weight 99.13 g/mol. Number 3: DFT total energy -1233.4686 hartree, molecular weight 382.50 g/mol. Number 4: DFT total energy -8701.7722 hartree, molecular weight 837.94 g/mol. Number 5: DFT total energy -287.3511 hartree, molecular weight 93.13 g/mol.